This record from the OMol25 dataset describes C18H20N2O3S in the gas phase. The level of theory is the ωB97M-V functional and the def2-TZVPD basis.

Last column: Löwdin charge in e.
Atoms and positions in Å:
C -0.684 3.945 0.253  -0.08
O -1.415 2.750 0.133  -0.06
C -1.094 1.716 0.950  -0.22
C -0.048 1.714 1.858  -0.01
C 0.171 0.618 2.681  -0.10
C -0.658 -0.481 2.602  -0.11
C -1.690 -0.509 1.673  -0.04
C -1.917 0.571 0.840  -0.21
O -2.931 0.674 -0.072  -0.03
C -3.520 -0.474 -0.625  -0.24
C -2.702 -1.080 -1.768  -0.39
S -1.371 -2.200 -1.214  1.00
C -0.052 -1.067 -1.175  -0.61
N -0.121 0.153 -1.622  0.13
C 1.108 0.701 -1.363  -0.22
C 1.594 1.974 -1.629  -0.03
C 2.884 2.259 -1.229  -0.10
C 3.681 1.309 -0.589  -0.09
C 3.222 0.030 -0.333  -0.02
C 1.929 -0.262 -0.731  -0.16
N 1.161 -1.404 -0.641  -0.02
C 1.584 -2.705 -0.198  -0.12
C 1.327 -2.928 1.300  -0.24
O 2.100 -2.087 2.112  -0.06
H -1.117 4.627 -0.478  0.10
H 0.377 3.795 0.026  0.08
H -0.784 4.377 1.255  0.10
H 0.609 2.565 1.936  0.11
H 0.982 0.642 3.394  0.11
H -0.514 -1.322 3.265  0.11
H -2.315 -1.387 1.616  0.10
H -4.466 -0.116 -1.043  0.13
H -3.746 -1.235 0.131  0.11
H -2.209 -0.290 -2.334  0.08
H -3.344 -1.682 -2.409  0.08
H 0.976 2.698 -2.133  0.11
H 3.293 3.241 -1.416  0.10
H 4.682 1.579 -0.289  0.10
H 3.842 -0.701 0.163  0.11
H 1.039 -3.462 -0.770  0.11
H 2.654 -2.799 -0.399  0.13
H 1.617 -3.949 1.559  0.12
H 0.255 -2.801 1.500  0.10
H 1.793 -1.177 2.001  0.05

Results
**SMILES**: COc1ccccc1OCCSc1nc2ccccc2n1CCO
**LUMO level**: 0.573 eV
**Energy relative to the best compared isomer or geometry (same formula, charge and spin)**: 182.2 kJ/mol
**Multiplicity**: 1